This record from OMol25 describes C32H56CuN3OP2 as an isolated structure at a distorted geometry. The level of theory is ωB97M-V/def2-TZVPD.

As for the spin multiplicity: 2. The net charge is +1. The calculation puts the total energy at -103820.54166 eV. The calculation puts the gap between HOMO and LUMO (alpha / beta) at 0.252 / 0.164 Eh. As for the expectation value of S²: 0.764.

CARTESIAN COORDINATES (ANGSTROEM)
C -2.087 -1.337 0.855
C -2.122 -0.389 -1.298
C -3.417 -1.785 0.757
C -3.526 -0.631 -1.340
C -4.148 -1.380 -0.361
H -3.852 -2.443 1.519
H -4.060 -0.203 -2.192
H -5.204 -1.665 -0.455
N -1.452 -0.670 -0.118
P 0.058 -0.539 2.585
P 0.385 -0.109 -2.523
C -1.333 -1.662 2.150
H -2.040 -1.622 2.991
H -0.926 -2.684 2.088
C 2.081 0.218 0.716
O 3.205 0.354 0.960
C -1.408 -0.018 -2.484
H -2.060 0.213 -3.337
C 1.564 1.519 -2.995
C 0.426 -1.623 -3.766
C -0.802 0.843 3.608
C 1.111 -1.636 3.760
C 2.406 2.118 -1.851
H 3.147 1.414 -1.454
H 2.948 2.980 -2.283
H 1.790 2.501 -1.028
C 2.540 1.122 -4.105
H 3.268 0.386 -3.729
H 2.040 0.723 -5.000
H 3.109 2.023 -4.401
C 0.584 2.595 -3.426
H 1.119 3.490 -3.775
H -0.092 2.279 -4.230
H 0.006 2.879 -2.542
C 1.827 -2.156 -4.044
H 2.267 -2.563 -3.129
H 1.750 -2.969 -4.787
H 2.504 -1.399 -4.448
C -0.369 -2.802 -3.176
H -0.074 -2.992 -2.138
H -1.454 -2.656 -3.200
H -0.141 -3.722 -3.738
C -0.199 -1.125 -5.074
H -1.096 -0.514 -4.905
H 0.520 -0.535 -5.660
H -0.493 -1.976 -5.712
C 2.166 -0.764 4.477
H 2.902 -1.444 4.944
H 2.702 -0.110 3.767
H 1.725 -0.144 5.274
C 1.840 -2.674 2.884
H 1.139 -3.330 2.346
H 2.504 -2.207 2.144
H 2.452 -3.312 3.545
C 0.260 -2.410 4.782
H -0.491 -3.048 4.287
H 0.950 -3.061 5.345
H -0.248 -1.755 5.503
C -2.067 1.247 2.817
H -2.883 0.529 2.982
H -2.426 2.227 3.177
H -1.871 1.320 1.736
C 0.159 2.062 3.689
H 0.810 2.152 2.802
H -0.456 2.993 3.718
H 0.787 2.019 4.606
C -1.207 0.462 5.048
H -1.834 -0.443 5.069
H -0.328 0.345 5.709
H -1.814 1.302 5.440
Cu 0.548 -0.367 -0.137
N -0.035 2.713 0.493
C -0.737 3.637 0.360
C -1.881 4.311 -0.341
C -2.272 3.485 -1.579
C -3.106 4.241 0.568
C -1.489 5.749 -0.718
H -1.490 3.490 -2.336
H -2.414 2.412 -1.340
H -3.190 3.879 -2.051
H -2.980 4.615 1.589
H -3.985 4.751 0.137
H -3.374 3.179 0.644
H -2.282 6.249 -1.307
H -1.241 6.375 0.153
H -0.601 5.752 -1.373
C 3.127 -5.154 0.213
C 3.432 -3.916 -0.651
C 2.363 -2.937 -0.547
N 1.463 -2.204 -0.435
H 3.176 -4.906 1.282
H 3.843 -5.963 0.030
H 2.125 -5.550 0.000
H 4.374 -3.441 -0.323
H 3.553 -4.211 -1.709

=====

This record from OMol25 describes C9H25O11S5Sr as an isolated structure at a distorted geometry. The level of theory is ωB97M-V/def2-TZVPD.

As for the spin multiplicity: 1. The net charge is -1. The calculation puts the total energy at -87274.75574 eV. The calculation puts the gap between HOMO and LUMO at 0.191 Eh.

CARTESIAN COORDINATES (ANGSTROEM)
Sr -0.570 0.202 -0.185
S -0.238 1.859 -2.776
O 0.542 1.233 -3.828
O -1.431 1.081 -2.504
O 0.421 1.930 -1.496
O -0.604 3.167 -3.359
O -3.209 -3.394 0.288
C -2.513 -2.242 0.248
O -2.725 -1.471 -0.662
O -1.555 -2.016 1.011
H -3.612 -3.016 -0.496
C 1.791 3.924 0.650
S 0.708 3.170 1.991
O 0.106 1.844 1.485
C 1.948 2.615 3.231
H 1.203 4.154 -0.238
H 2.662 3.367 0.305
H 2.042 4.910 1.041
H 2.652 3.419 3.448
H 2.565 1.959 2.617
H 1.523 2.051 4.060
C -0.032 -3.804 -2.916
S 1.015 -2.246 -2.863
O 0.330 -1.352 -1.811
C 2.479 -3.016 -2.031
H 0.305 -4.659 -3.503
H -1.019 -3.502 -3.266
H -0.229 -4.137 -1.897
H 2.775 -3.951 -2.506
H 2.156 -3.421 -1.073
H 3.354 -2.368 -2.085
C 3.491 -1.468 2.495
S 1.641 -1.223 2.549
O 1.325 -0.849 1.116
C 1.185 -2.956 2.873
H 4.190 -0.632 2.518
H 3.629 -2.150 1.656
H 3.634 -1.977 3.447
H 0.098 -3.005 2.817
H 1.512 -3.022 3.911
H 1.689 -3.764 2.342
C -2.821 3.603 -0.862
S -3.476 2.493 0.484
O -2.433 1.470 0.826
C -4.515 1.562 -0.778
H -3.503 4.323 -1.313
H -2.360 3.027 -1.665
H -2.015 4.100 -0.323
H -3.766 1.097 -1.419
H -5.196 2.206 -1.335
H -5.149 0.874 -0.219

=====

This record from OMol25 describes a 2-piece molecular cluster, C4H6N3 overall at a distorted geometry. The level of theory is ωB97M-V/def2-TZVPD.

As for the spin multiplicity: 3. The net charge is +1. The calculation puts the total energy at -8702.00641 eV. The calculation puts the gap between HOMO and LUMO (alpha / beta) at 0.306 / 0.278 Eh. As for the expectation value of S²: 2.030.

CARTESIAN COORDINATES (ANGSTROEM)
C -0.159 1.173 -2.378
C -0.901 1.314 2.395
C 0.798 -2.043 1.267
C 0.421 -0.574 -0.592
N 0.251 0.081 -1.552
N -0.458 0.588 1.655
N 0.926 -1.465 0.160
H -1.177 0.805 -2.536
H -0.130 2.050 -1.712
H -1.627 1.740 3.067
H 0.511 1.170 -3.330
H 0.004 -1.966 2.126
H 1.541 -2.873 1.430

=====

This record from OMol25 describes C56H52AsCuN2OSi as an isolated structure. The level of theory is ωB97M-V/def2-TZVPD.

As for the spin multiplicity: 1. The calculation puts the total energy at -177303.37769 eV. The calculation puts the gap between HOMO and LUMO at 0.259 Eh.

CARTESIAN COORDINATES (ANGSTROEM)
Cu -0.634 0.785 -0.557
C -3.525 -1.294 0.231
C -3.341 -1.869 -1.140
C -3.761 -3.157 -1.451
C -3.572 -3.686 -2.717
C -2.920 -2.935 -3.682
C -2.471 -1.652 -3.404
C -1.694 -0.856 -4.421
C -2.717 -1.111 -2.134
N -2.228 0.186 -1.865
C -2.852 1.244 -2.217
C -4.215 1.255 -2.845
C -2.136 2.525 -2.027
C -2.605 3.740 -2.773
N -1.131 2.524 -1.227
C -0.326 3.680 -1.049
C -0.568 4.499 0.066
C -1.636 4.113 1.048
C 0.208 5.632 0.249
C 1.237 5.936 -0.630
C 1.492 5.099 -1.700
C 0.717 3.966 -1.934
C 1.033 3.089 -3.117
H -3.766 -2.071 0.956
H -4.325 -0.548 0.255
H -2.605 -0.805 0.545
H -4.232 -3.751 -0.678
H -3.914 -4.687 -2.947
H -2.743 -3.354 -4.666
H -1.414 -1.485 -5.265
H -0.790 -0.450 -3.960
H -2.275 -0.015 -4.809
H -4.618 0.246 -2.903
H -4.181 1.673 -3.853
H -4.897 1.871 -2.256
H -2.632 3.556 -3.848
H -1.949 4.584 -2.576
H -3.617 4.003 -2.457
H -1.450 3.095 1.393
H -2.629 4.128 0.591
H -1.642 4.778 1.910
H 0.007 6.278 1.094
H 1.845 6.818 -0.473
H 2.308 5.321 -2.377
H 2.091 2.820 -3.115
H 0.836 3.616 -4.054
H 0.456 2.167 -3.111
C 5.163 -0.350 -4.643
C 5.237 0.539 -3.581
C 4.158 0.688 -2.720
C 2.997 -0.053 -2.910
C 2.916 -0.908 -4.007
C 3.994 -1.064 -4.864
As 1.525 -0.115 -1.578
C 2.623 0.507 -0.120
C 2.814 1.816 0.286
C 3.707 2.091 1.314
C 4.408 1.057 1.918
C 4.195 -0.256 1.528
C 3.288 -0.546 0.516
C 2.915 -1.889 0.042
C 3.369 -3.096 0.562
C 2.944 -4.294 0.007
C 2.050 -4.301 -1.054
C 1.569 -3.102 -1.564
C 2.001 -1.906 -1.020
H 6.015 -0.485 -5.296
H 6.147 1.099 -3.406
H 4.233 1.369 -1.881
H 2.005 -1.474 -4.172
H 3.933 -1.759 -5.692
H 2.252 2.620 -0.178
H 3.868 3.112 1.638
H 5.109 1.272 2.714
H 4.739 -1.055 2.014
H 4.053 -3.110 1.402
H 3.302 -5.233 0.410
H 1.719 -5.241 -1.477
H 0.845 -3.104 -2.373
O -0.104 -0.227 0.912
Si -0.388 -0.807 2.363
C 0.994 -0.553 3.638
C 1.176 0.685 4.253
C 2.120 0.866 5.253
C 2.898 -0.202 5.677
C 2.734 -1.445 5.081
C 1.801 -1.608 4.067
C -1.897 0.035 3.166
C -2.470 -0.457 4.340
C -3.514 0.206 4.969
C -4.011 1.388 4.436
C -3.481 1.877 3.251
C -2.442 1.200 2.628
C -0.828 -2.650 2.308
C -0.812 -3.456 3.452
C -1.205 -4.786 3.408
C -1.655 -5.334 2.215
C -1.684 -4.552 1.070
C -1.263 -3.231 1.119
H 0.550 1.522 3.957
H 2.242 1.838 5.715
H 3.620 -0.073 6.474
H 3.329 -2.289 5.411
H 1.691 -2.582 3.603
H -2.098 -1.381 4.766
H -3.937 -0.197 5.881
H -4.806 1.920 4.943
H -3.876 2.789 2.816
H -2.046 1.569 1.688
H -0.482 -3.039 4.397
H -1.169 -5.391 4.305
H -1.983 -6.366 2.179
H -2.047 -4.968 0.137
H -1.269 -2.632 0.214

=====

This record from OMol25 describes C5H10N2O as an isolated structure at a distorted geometry. The level of theory is ωB97M-V/def2-TZVPD.

As for the spin multiplicity: 1. The calculation puts the total energy at -10368.88398 eV. The calculation puts the gap between HOMO and LUMO (alpha / beta) at 0.238 / 0.247 Eh.

CARTESIAN COORDINATES (ANGSTROEM)
C -0.493 0.027 1.190
C -1.728 -0.762 0.854
C 0.659 -0.638 -0.288
C 1.502 0.383 0.260
N -0.485 1.135 -1.633
C 0.327 -0.008 -1.491
O 1.043 -1.953 -0.319
N 1.815 1.503 0.709
H 1.491 -2.239 0.492
H 2.780 1.789 0.532
H -0.270 1.860 -0.952
H -0.432 1.527 -2.564
H 0.545 -0.557 -2.397
H -0.643 1.102 1.184
H 0.035 -0.294 2.086
H -1.517 -1.832 0.817
H -2.140 -0.452 -0.105
H -2.488 -0.590 1.624

=====

This record from OMol25 describes one molecule with the formula C2H5F2N at a distorted geometry. The level of theory is ωB97M-V/def2-TZVPD.

As for the spin multiplicity: 1. As for the SMILES: CCN(F)F. The calculation puts the total energy at -9075.93857 eV. The calculation puts the gap between HOMO and LUMO at 0.410 Eh.

CARTESIAN COORDINATES (ANGSTROEM)
C -0.889 0.640 0.461
C -0.016 -0.071 -0.532
N 1.124 -0.539 0.226
F 0.935 -1.852 0.475
F 2.378 -0.514 -0.355
H -0.495 1.616 0.671
H -1.790 0.782 -0.030
H -1.143 0.067 1.363
H -0.504 -0.830 -1.208
H 0.400 0.703 -1.072